[1]
This record from OMol25 describes C55H65N4O2 as an isolated structure in a non-equilibrium geometry. The level of theory is ωB97M-V/def2-TZVPD.

The charge is +1. Its highest occupied orbital energy is -0.352 hartree. The orbital gap is 4.71 eV. Its energy relative to the best compared isomer or geometry (same formula, charge and spin) is 7.011 eV. The calculation puts the LUMO energy at -4.9 eV. For the molar mass, the calculation gives 814.151 g mol⁻¹. For the electronic energy, the calculation gives -68127.92242 eV.

Each line ends with the Mulliken charge.
Positions of all 126 atoms, in Å:
C -1.82 2.26 -0.05  -0.933
C -1.93 2.74 1.37  2.161
C -1.03 3.97 1.55  -2.029
C -3.38 3.16 1.62  -1.874
C -1.55 1.58 2.33  0.384
C -1.21 1.97 3.64  0.081
C -1.51 1.15 4.72  -1.628
C -2.20 -0.04 4.51  -0.290
C -2.54 -0.46 3.21  0.754
C -3.67 -1.50 3.14  1.870
C -3.16 -2.84 3.71  -1.518
C -4.24 -1.62 1.73  -1.419
C -4.85 -1.06 4.03  -1.813
C -1.86 0.17 2.13  -0.372
N -1.17 -0.68 1.16  1.410
C 0.05 -0.31 0.60  -1.213
C 0.17 0.68 -0.44  1.017
C 1.48 1.34 -0.20  0.299
C 2.62 1.37 -1.04  1.327
C 3.83 1.83 -0.55  -0.990
C 3.91 2.26 0.79  -1.163
N 5.15 2.09 1.47  1.196
O 5.15 2.22 2.72  -0.623
O 6.16 1.75 0.82  -0.611
C 2.76 2.39 1.59  -0.343
C 1.57 1.89 1.10  0.252
N 0.97 -1.33 0.82  1.721
C 2.43 -1.31 1.07  -0.404
C 2.96 -1.07 2.37  0.159
C 2.17 -1.17 3.70  1.826
C 3.04 -0.91 4.95  -2.454
C 1.56 -2.56 3.90  -1.361
C 1.12 -0.09 3.71  -1.342
C 4.32 -0.73 2.49  0.180
C 5.21 -1.00 1.46  -1.695
C 4.72 -1.61 0.32  -0.176
C 3.34 -1.68 0.06  0.217
C 3.04 -2.27 -1.34  1.714
C 3.98 -1.62 -2.37  -1.775
C 1.62 -2.02 -1.80  -1.727
C 3.30 -3.78 -1.28  -1.716
C 0.19 -2.48 1.05  -1.889
C -1.07 -2.09 1.28  -1.210
H -1.74 3.10 -0.75  1.173
H -0.77 1.55 -0.15  -1.058
H -2.66 1.63 -0.33  -0.355
H -1.16 4.43 2.53  0.528
H 0.03 3.72 1.41  0.225
H -1.29 4.72 0.79  0.504
H -3.50 3.58 2.63  0.412
H -3.67 3.93 0.89  0.483
H -4.06 2.31 1.52  0.285
H -0.77 2.95 3.83  0.421
H -1.25 1.47 5.73  0.400
H -2.52 -0.63 5.38  0.518
H -3.04 -2.76 4.79  0.381
H -3.87 -3.64 3.48  0.422
H -2.19 -3.11 3.30  0.216
H -4.69 -0.66 1.43  0.235
H -3.49 -1.87 0.98  0.096
H -5.02 -2.39 1.70  0.581
H -5.22 -0.07 3.72  0.387
H -5.68 -1.78 3.92  0.464
H -4.59 -1.02 5.09  0.369
H -0.17 0.24 -1.54  -0.206
H 2.55 1.00 -2.07  0.040
H 4.74 1.79 -1.15  0.432
H 2.85 2.77 2.61  0.481
H 0.68 1.84 1.73  -0.359
H 3.43 0.12 4.97  0.456
H 2.44 -1.05 5.85  0.406
H 3.88 -1.61 5.01  0.500
H 0.77 -2.77 3.18  -0.110
H 2.34 -3.32 3.81  0.415
H 1.12 -2.63 4.91  0.452
H 0.46 -0.15 2.84  0.105
H 0.50 -0.16 4.60  0.836
H 1.59 0.91 3.69  0.096
H 4.72 -0.34 3.42  0.439
H 6.28 -0.81 1.59  0.431
H 5.46 -1.98 -0.40  0.401
H 5.00 -1.99 -2.27  0.551
H 3.64 -1.84 -3.39  0.407
H 3.99 -0.53 -2.25  0.111
H 0.88 -2.61 -1.26  0.448
H 1.37 -0.95 -1.69  -0.519
H 1.53 -2.27 -2.86  1.037
H 2.63 -4.26 -0.55  0.327
H 3.12 -4.24 -2.26  0.457
H 4.33 -3.99 -0.98  0.321
H 0.64 -3.46 1.10  0.373
H -1.91 -2.73 1.49  1.378
C -3.26 -0.48 -1.39  -1.512
C -2.88 -0.05 -2.75  0.492
N -3.76 -0.22 -3.77  -0.155
C -5.15 -0.58 -3.64  -0.977
C -3.19 0.22 -4.96  -0.188
C -1.90 0.74 -4.67  0.968
C -1.21 1.34 -5.72  0.010
C -1.74 1.32 -7.01  -1.186
C -3.02 0.81 -7.27  -0.709
C -3.78 0.28 -6.21  -0.995
C -1.69 0.53 -3.24  -0.296
C -0.49 0.98 -2.48  1.152
C 0.70 1.10 -3.44  -0.399
C 1.14 0.00 -4.20  0.357
C 2.28 0.11 -5.00  -1.492
C 2.97 1.32 -5.06  -0.636
C 2.45 2.45 -4.43  -1.117
C 1.30 2.35 -3.65  0.254
H -4.02 0.19 -0.94  0.428
H -3.71 -1.49 -1.40  0.928
H -2.37 -0.50 -0.76  0.075
H -5.51 -0.93 -4.61  0.376
H -5.28 -1.37 -2.90  0.331
H -5.77 0.28 -3.35  0.292
H -0.25 1.83 -5.52  0.537
H -1.14 1.73 -7.83  0.437
H -3.42 0.83 -8.28  0.394
H -4.80 -0.09 -6.34  0.275
H -0.70 2.00 -2.13  0.316
H 0.56 -0.93 -4.18  0.841
H 2.61 -0.76 -5.56  0.526
H 3.89 1.39 -5.64  0.445
H 2.93 3.42 -4.54  0.471
H 0.88 3.23 -3.14  0.364

[2]
This record from OMol25 describes C20H40AlNOP3S as an isolated structure in a non-equilibrium geometry. The level of theory is ωB97M-V/def2-TZVPD.

The charge is +3. Its highest occupied orbital energy (alpha / beta) is -0.582 / -0.581 hartree. The orbital gap (alpha / beta) is 4.72 / 5.95 eV. Its energy relative to the best compared isomer or geometry (same formula, charge and spin) is 0.000 eV. The calculation puts the LUMO energy (alpha / beta) at -11.1 / -9.9 eV. For the molar mass, the calculation gives 462.517 g mol⁻¹. For the electronic energy, the calculation gives -70198.04230 eV.

Each line ends with the Mulliken charge.
Positions of all 67 atoms, in Å:
Al -1.21 3.18 -0.71  -0.144
P 2.19 -1.27 2.07  1.273
P 0.98 3.40 -0.20  1.099
P -1.42 -2.44 1.11  0.639
H -0.43 3.26 -3.19  0.477
C -1.26 2.87 -2.60  -0.320
C -2.27 3.84 -2.11  -0.724
H -2.11 4.90 -2.32  0.382
C 3.55 -2.17 1.32  -1.263
C 2.78 0.25 2.82  -1.213
C 1.34 -2.27 3.28  -1.154
C 1.75 4.85 -0.99  -1.332
C 1.33 3.61 1.57  -1.098
C 2.06 2.03 -0.72  -0.655
C -2.84 -2.54 -0.05  -1.256
C -2.19 -3.25 2.57  -1.326
C -0.47 -3.86 0.42  -1.131
H -1.56 1.87 -2.92  0.265
H -3.33 3.56 -2.08  0.362
H 4.25 -2.49 2.11  0.453
H 4.07 -1.52 0.61  0.385
H 3.16 -3.04 0.78  0.352
H 3.57 -0.01 3.53  0.482
H 1.96 0.75 3.35  0.342
H 3.19 0.92 2.06  0.367
H 1.26 -3.31 2.94  0.402
H 0.33 -1.88 3.48  0.277
H 1.93 -2.25 4.21  0.537
H 2.62 5.16 -0.40  0.474
H 1.03 5.68 -1.03  0.450
H 2.06 4.60 -2.01  0.403
H 2.13 4.35 1.70  0.453
H 1.62 2.66 2.04  0.034
H 0.43 3.98 2.08  0.439
H 3.11 2.25 -0.49  0.572
H 1.95 1.86 -1.80  0.434
H 1.77 1.09 -0.23  -0.398
H -3.32 -3.52 0.10  0.613
H -2.48 -2.44 -1.08  0.211
H -3.56 -1.74 0.15  0.143
H -2.95 -3.98 2.23  0.450
H -2.68 -2.48 3.17  0.316
H -1.42 -3.75 3.17  0.396
H -1.16 -4.68 0.19  0.484
H 0.29 -4.19 1.14  0.345
H 0.04 -3.53 -0.49  0.126
C 0.65 -1.12 -1.95  -0.506
C 1.47 -1.37 -3.11  -0.506
C 0.88 -1.73 -4.30  -0.482
C -0.51 -1.73 -4.44  -0.485
C -1.32 -1.24 -3.40  -0.936
C -0.74 -0.85 -2.20  -0.059
O 1.13 -1.24 -0.77  -0.376
H 1.34 -0.97 0.96  -0.058
H 2.55 -1.38 -2.94  0.450
H 1.52 -2.05 -5.13  0.450
H -0.97 -2.05 -5.37  0.449
H -2.41 -1.17 -3.53  0.463
H -1.34 -0.47 -1.36  1.414
S -4.27 0.49 0.96  -0.012
C -2.90 0.54 2.06  -0.431
C -1.93 1.37 1.61  -0.278
N -2.20 1.90 0.33  0.355
C -3.37 1.39 -0.18  -0.111
H -2.90 0.02 3.01  0.545
H -1.00 1.65 2.10  0.388
H -3.76 1.68 -1.15  0.302

[3]
This record from OMol25 describes a 2-piece molecular cluster, C10H17N2OS2 overall in a non-equilibrium geometry. The level of theory is ωB97M-V/def2-TZVPD.

The charge is -1. Its highest occupied orbital energy is -0.120 hartree. The orbital gap is 6.50 eV. The calculation puts the LUMO energy at 3.2 eV. For the molar mass, the calculation gives 245.393 g mol⁻¹. For the electronic energy, the calculation gives -37344.37460 eV.

Each line ends with the Mulliken charge.
Positions of all 32 atoms, in Å:
C -4.10 0.45 -1.82  -1.055
N -2.68 0.50 -1.53  -0.004
C -2.08 -0.81 -1.61  -0.844
C -0.65 -0.78 -1.13  -0.586
N 0.08 0.29 -1.81  0.104
C 1.47 0.17 -1.58  -0.069
S 2.18 -1.32 -1.91  -0.465
S 2.47 1.36 -0.89  -0.395
C -0.51 1.61 -1.79  -0.765
C -1.97 1.52 -2.26  -0.715
H -4.54 1.43 -1.65  0.333
H -4.31 0.13 -2.85  0.353
H -4.56 -0.28 -1.13  0.325
H -2.67 -1.48 -0.96  0.398
H -2.11 -1.22 -2.65  0.354
H -0.66 -0.67 -0.02  0.217
H -0.18 -1.74 -1.41  0.402
H -0.50 2.10 -0.80  0.354
H 0.05 2.25 -2.50  0.448
H -1.98 1.34 -3.35  0.327
H -2.47 2.47 -2.05  0.397
C 2.69 -0.41 4.97  -1.062
C 2.22 -0.83 3.60  0.935
C 3.17 -0.68 2.48  -0.338
C 2.77 -0.89 1.22  -0.586
O 1.09 -1.26 3.39  -0.606
H 3.78 -0.29 5.02  0.306
H 2.22 0.54 5.26  0.239
H 2.38 -1.17 5.70  0.304
H 4.18 -0.35 2.71  0.182
H 3.47 -0.76 0.40  0.368
H 1.75 -1.23 0.98  0.146

[4]
This record from OMol25 describes the molecule CH2BrNO3 in a non-equilibrium geometry. The level of theory is ωB97M-V/def2-TZVPD.

The charge is 0. Its highest occupied orbital energy is -0.409 hartree. The orbital gap is 10.38 eV. Its energy relative to the best compared isomer or geometry (same formula, charge and spin) is 0.524 eV. The calculation puts the LUMO energy at -0.8 eV. For the molar mass, the calculation gives 155.935 g mol⁻¹. For the electronic energy, the calculation gives -78740.72484 eV. As for the SMILES: O=[N+]([O-])[C@H](O)Br.

Each line ends with the Mulliken charge.
Positions of all 8 atoms, in Å:
C -0.44 -0.16 -0.40  0.088
N 0.97 0.26 0.09  0.758
O 1.90 0.12 -0.66  -0.488
O 1.04 0.48 1.27  -0.507
O -1.55 0.44 0.24  -0.399
Br -0.31 -2.14 -0.02  -0.134
H -0.40 0.20 -1.54  0.342
H -1.21 0.80 1.02  0.340